Density functional theory data (ωB97M-V/def2-TZVPD) for a molecular structure, C55H69N2O7STi.

Last column: Mulliken charge in e.
Cartesian coordinates (Å):
Ti (-0.7754, -0.3370, -0.7322)  -1.35
C (0.2611, 1.4585, 1.7158)  -1.28
O (-0.5339, 0.3432, 1.2047)  1.96
C (-1.4163, -0.1545, 2.1868)  1.04
C (-1.1150, -1.3332, 2.8657)  -0.55
C (-0.2799, -2.5682, 2.4618)  -1.80
C (0.7681, -2.7389, 1.3726)  0.09
C (2.0324, -3.2574, 1.6436)  -0.26
C (2.9207, -3.5914, 0.6257)  0.42
C (2.5030, -3.4294, -0.7000)  -0.86
C (1.2535, -2.9316, -1.0331)  1.14
C (0.7922, -2.8320, -2.4918)  -2.02
C (0.8226, -1.4561, -3.1505)  0.94
C (1.9578, -0.9591, -3.7522)  -0.39
C (2.0077, 0.3343, -4.2948)  -0.16
C (0.9233, 1.1784, -4.0990)  -0.22
C (-0.2534, 0.7517, -3.4800)  0.88
C (-1.4010, 1.7269, -3.2114)  -1.80
C (-1.5042, 2.4234, -1.8445)  0.78
C (-1.1263, 3.7608, -1.6889)  -0.16
C (-1.3201, 4.4487, -0.5041)  0.17
C (-1.9539, 3.7844, 0.5622)  -0.51
C (-2.3368, 2.4656, 0.4724)  -0.46
C (-3.0987, 1.7303, 1.5605)  -1.58
C (-2.4981, 0.6681, 2.4923)  -0.42
C (-3.1993, 0.3905, 3.6578)  -0.09
C (-2.8712, -0.6940, 4.4648)  0.00
C (-1.8663, -1.5461, 4.0229)  -0.57
C (-3.5928, -0.9930, 5.7783)  1.90
C (-4.6632, 0.0507, 6.0962)  -2.11
C (-4.2688, -2.3679, 5.6908)  -1.62
C (-2.5666, -0.9984, 6.9197)  -1.61
C (-2.0880, 1.8101, -0.7434)  0.45
O (-2.3915, 0.4733, -0.8046)  -0.49
C (-0.8548, 5.8899, -0.3043)  1.92
C (0.1747, 5.9152, 0.8353)  -1.50
C (-0.1978, 6.4614, -1.5595)  -2.01
C (-2.0515, 6.7753, 0.0673)  -1.74
C (-0.2933, -0.5990, -3.1269)  -0.51
O (-1.4424, -1.1350, -2.5529)  0.28
C (-2.6630, -1.2728, -3.3132)  -0.97
C (3.2462, 0.7540, -5.0854)  2.07
C (4.5042, 0.6465, -4.2138)  -1.57
C (3.3813, -0.1937, -6.2889)  -1.75
C (3.1323, 2.1837, -5.6115)  -2.11
C (0.4276, -2.5943, 0.0384)  -0.58
O (-0.7946, -2.0110, -0.2022)  -0.55
C (4.3229, -4.1338, 0.9015)  2.02
C (4.6456, -4.1528, 2.3950)  -2.08
C (4.4269, -5.5660, 0.3609)  -1.75
C (5.3552, -3.2450, 0.1943)  -1.46
H (-0.3702, 2.0473, 2.3727)  0.67
H (0.5716, 2.0612, 0.8709)  -0.06
H (1.1074, 1.0374, 2.2563)  0.15
H (-1.0637, -3.2898, 2.2031)  0.49
H (0.1639, -2.9398, 3.3858)  0.75
H (2.3182, -3.3874, 2.6784)  0.56
H (3.1731, -3.7112, -1.5047)  0.50
H (-0.2195, -3.2345, -2.5596)  0.45
H (1.4394, -3.4894, -3.0727)  0.79
H (2.8325, -1.5959, -3.8096)  0.67
H (0.9795, 2.2107, -4.4162)  0.54
H (-2.3533, 1.2281, -3.3929)  0.25
H (-1.3196, 2.5195, -3.9551)  0.73
H (-0.6488, 4.2516, -2.5255)  0.59
H (-2.1439, 4.3187, 1.4866)  0.59
H (-3.9011, 1.1917, 1.0459)  0.14
H (-3.5888, 2.4716, 2.1932)  0.79
H (-4.0359, 1.0270, 3.9139)  0.64
H (-1.6601, -2.4491, 4.5863)  0.58
H (-5.4512, 0.0709, 5.3405)  0.39
H (-4.2400, 1.0535, 6.1818)  0.39
H (-5.1320, -0.1926, 7.0505)  0.44
H (-4.9873, -2.3983, 4.8694)  0.35
H (-4.8025, -2.5823, 6.6187)  0.47
H (-3.5441, -3.1676, 5.5333)  0.33
H (-2.0516, -0.0383, 6.9861)  0.37
H (-1.8147, -1.7762, 6.7811)  0.31
H (-3.0679, -1.1830, 7.8717)  0.46
H (1.0222, 5.2646, 0.6079)  0.21
H (-0.2625, 5.5888, 1.7805)  0.34
H (0.5532, 6.9290, 0.9784)  0.47
H (0.6887, 5.8924, -1.8468)  0.27
H (0.1164, 7.4880, -1.3665)  0.45
H (-0.8876, 6.4819, -2.4056)  0.39
H (-2.5295, 6.4489, 0.9918)  0.30
H (-2.8043, 6.7680, -0.7231)  0.39
H (-1.7205, 7.8052, 0.2123)  0.48
H (-2.4739, -0.9435, -4.3328)  0.42
H (-3.4284, -0.6727, -2.8277)  0.21
H (-2.9428, -2.3217, -3.2781)  0.30
H (4.5924, -0.3290, -3.7345)  0.31
H (4.5069, 1.4045, -3.4311)  0.26
H (5.3922, 0.7968, -4.8306)  0.53
H (3.5312, -1.2285, -5.9790)  0.29
H (4.2409, 0.1005, -6.8932)  0.50
H (2.4911, -0.1547, -6.9198)  0.39
H (3.0643, 2.9124, -4.8006)  0.30
H (2.2663, 2.3081, -6.2644)  0.40
H (4.0225, 2.4244, -6.1939)  0.46
H (3.9738, -4.8123, 2.9478)  0.38
H (4.5881, -3.1540, 2.8333)  0.36
H (5.6613, -4.5226, 2.5418)  0.45
H (3.7160, -6.2248, 0.8628)  0.39
H (5.4320, -5.9587, 0.5272)  0.48
H (4.2253, -5.6075, -0.7106)  0.29
H (5.2641, -2.2063, 0.5137)  0.18
H (5.2389, -3.2748, -0.8904)  0.33
H (6.3651, -3.5887, 0.4266)  0.49
O (2.8749, -0.4363, 1.2709)  -0.67
C (3.6359, 0.5059, 0.6654)  0.54
C (4.9074, 0.7224, 1.1914)  -0.36
C (5.7331, 1.6791, 0.6367)  -0.59
C (5.3039, 2.4518, -0.4412)  -0.88
C (4.0320, 2.2593, -0.9362)  -1.22
C (3.1855, 1.2807, -0.4066)  -0.28
C (1.7982, 1.2383, -0.9324)  0.26
O (1.2982, 2.2124, -1.4497)  -0.47
O (1.1035, 0.1141, -0.7135)  1.77
H (2.1514, -0.6928, 0.6752)  -0.86
H (5.2227, 0.1226, 2.0351)  0.53
H (6.7218, 1.8301, 1.0505)  0.40
H (5.9503, 3.2039, -0.8717)  0.47
H (3.6449, 2.8812, -1.7330)  0.62
C (-7.7088, -3.7530, -0.1633)  -1.06
N (-6.2602, -3.7499, -0.1464)  -0.13
C (-5.4879, -2.6635, -0.2784)  0.43
N (-6.1265, -1.4885, -0.4725)  -0.33
S (-3.8071, -2.7451, -0.2304)  -0.33
H (-8.0543, -4.7770, -0.0563)  0.35
H (-8.0962, -3.3653, -1.1080)  0.33
H (-8.1224, -3.1713, 0.6645)  0.33
H (-5.7588, -4.6095, -0.0049)  0.25
H (-7.1202, -1.3878, -0.3582)  0.22
H (-5.5551, -0.6628, -0.4703)  0.16

Values from the calculation:
Energy relative to the best compared isomer or geometry (same formula, charge and spin)   2.146 eV
Net charge   +1
E_HOMO   -10.27 eV